1.
A molecular structure, C29H57NO2P2Pt in a non-equilibrium geometry. Source: the Open Molecules 2025 dataset; level of theory: ωB97M-V/def2-TZVPD.

Values from the calculation:
**HOMO energy (alpha / beta)**: -17.79 / -21.21 eV
**Multiplicity**: 5
**Gap between HOMO and LUMO (alpha / beta)**: 5.8148 / 4.4945 eV
**Total charge**: +4
**DFT total energy**: -58359.707 eV
**<S²>**: 6.03

Element x y z (Å)
1 Pt 0.121 0.095 0.034
2 C 1.883 -0.195 -0.772
3 O 2.953 -0.370 -1.181
4 C -1.779 0.240 0.119
5 O -2.926 0.359 0.254
6 P 0.186 2.371 -0.965
7 C -0.225 2.307 -2.766
8 H -0.399 3.351 -3.056
9 C -1.102 3.496 -0.231
10 H -1.978 2.827 -0.159
11 C 1.778 3.339 -0.991
12 H 2.483 2.559 -1.343
13 C 1.442 -3.169 1.155
14 P -0.074 -2.382 0.433
15 H -0.565 -4.364 -0.930
16 H 2.235 -2.786 0.487
17 C -1.480 -3.232 1.319
18 H -1.153 -4.283 1.284
19 C -0.714 3.954 1.179
20 H -1.622 4.061 1.783
21 H -0.221 4.939 1.175
22 H -0.052 3.239 1.691
23 C -1.493 4.692 -1.114
24 H -0.711 5.461 -1.146
25 H -2.385 5.162 -0.680
26 H -1.762 4.408 -2.138
27 C 1.788 4.501 -2.009
28 H 1.365 4.261 -2.988
29 H 2.833 4.784 -2.199
30 H 1.282 5.396 -1.626
31 C 2.251 3.840 0.371
32 H 3.332 4.017 0.317
33 H 2.097 3.120 1.181
34 H 1.790 4.797 0.653
35 C 0.983 1.821 -3.574
36 H 1.773 2.574 -3.639
37 H 0.679 1.560 -4.592
38 H 1.468 0.963 -3.108
39 C -1.545 1.573 -3.027
40 H -1.480 0.513 -2.772
41 H -1.811 1.648 -4.091
42 H -2.373 1.999 -2.445
43 C 1.375 -4.708 1.027
44 H 0.993 -5.057 0.060
45 H 0.760 -5.151 1.822
46 H 2.386 -5.123 1.134
47 C 1.757 -2.749 2.590
48 H 1.101 -3.234 3.323
49 C -1.340 -2.656 -1.979
50 H 1.704 -1.665 2.729
51 H 2.785 -3.054 2.826
52 C 1.090 -3.417 -1.936
53 H -1.158 -1.579 -2.044
54 H -1.357 -3.073 -2.985
55 H -2.355 -2.731 -1.585
56 C -0.240 -3.333 -1.164
57 H 0.882 -3.690 -2.982
58 H 1.790 -4.150 -1.513
59 H 1.619 -2.455 -1.968
60 C -2.850 -3.162 0.640
61 H -3.187 -2.120 0.540
62 H -3.583 -3.700 1.254
63 H -2.860 -3.660 -0.334
64 C -1.626 -2.815 2.776
65 H -1.943 -1.767 2.844
66 H -0.714 -2.950 3.361
67 H -2.421 -3.426 3.230
68 H 0.724 -0.536 -2.598
69 H -0.014 -0.487 -2.704
70 C -1.898 3.142 4.450
71 N -2.048 1.666 4.311
72 C -3.485 1.294 4.421
73 C -1.400 1.108 3.063
74 C 0.110 1.110 3.124
75 C 0.762 1.471 4.315
76 C 2.156 1.538 4.384
77 C 2.922 1.177 3.284
78 C 2.279 0.763 2.112
79 C 0.891 0.747 1.997
80 H -2.416 3.629 3.613
81 H -0.844 3.424 4.457
82 H -2.381 3.446 5.389
83 H -1.576 1.197 5.098
84 H -4.022 1.681 3.553
85 H -3.564 0.208 4.458
86 H -3.882 1.736 5.335
87 H -1.774 0.076 2.967
88 H -1.823 1.686 2.222
89 H 0.198 1.689 5.234
90 H 2.644 1.869 5.296
91 H 4.015 1.241 3.298
92 H 2.882 0.462 1.256

Mulliken population analysis, charges in e, atoms 1 to 6: 2.52, -0.08, -0.39, 0.52, -0.43, -0.47

---

2.
A molecular structure, C29H57NO2P2Re in a non-equilibrium geometry. Source: the Open Molecules 2025 dataset; level of theory: ωB97M-V/def2-TZVPD.

Values from the calculation:
**HOMO energy (alpha / beta)**: -20.56 / -20.88 eV
**Multiplicity**: 4
**Gap between HOMO and LUMO (alpha / beta)**: 6.5558 / 4.6762 eV
**Total charge**: +4
**DFT total energy**: -57244.022 eV
**<S²>**: 3.81

Element x y z (Å)
1 Re -0.278 -0.073 -0.412
2 C 1.583 -0.094 -1.093
3 O 2.695 -0.174 -1.381
4 C -2.172 0.366 -0.246
5 O -3.349 0.610 -0.044
6 P -0.344 2.223 -1.823
7 C -0.704 2.234 -3.651
8 H -0.678 3.294 -3.947
9 C -1.674 3.454 -1.227
10 H -2.583 2.825 -1.296
11 C 1.341 3.112 -1.824
12 H 1.964 2.364 -2.349
13 C 1.117 -3.181 0.343
14 P -0.392 -2.277 -0.325
15 H -1.124 -3.876 -2.044
16 H 1.882 -3.034 -0.436
17 C -1.832 -3.169 0.486
18 H -1.549 -4.232 0.519
19 C -1.537 3.867 0.238
20 H -2.463 4.329 0.618
21 H -0.699 4.565 0.405
22 H -1.464 3.002 0.900
23 C -1.902 4.719 -2.051
24 H -1.076 5.437 -1.958
25 H -2.792 5.213 -1.632
26 H -2.110 4.525 -3.107
27 C 1.426 4.441 -2.569
28 H 1.031 4.402 -3.589
29 H 2.496 4.688 -2.645
30 H 0.962 5.269 -2.014
31 C 1.975 3.303 -0.451
32 H 3.031 3.610 -0.515
33 H 2.065 2.345 0.073
34 H 1.443 4.058 0.150
35 C 0.378 1.488 -4.430
36 H 1.348 2.000 -4.398
37 H 0.080 1.400 -5.483
38 H 0.508 0.469 -4.041
39 C -2.103 1.679 -3.920
40 H -2.194 0.654 -3.532
41 H -2.279 1.641 -5.005
42 H -2.893 2.296 -3.474
43 C 0.948 -4.689 0.585
44 H 0.582 -5.229 -0.295
45 H 0.300 -4.928 1.442
46 H 1.937 -5.107 0.828
47 C 1.637 -2.507 1.599
48 H 0.939 -2.698 2.420
49 C -1.194 -1.849 -2.884
50 H 1.715 -1.418 1.472
51 H 2.623 -2.900 1.904
52 C 0.859 -3.326 -2.720
53 H -0.618 -0.903 -2.672
54 H -1.198 -2.062 -3.962
55 H -2.228 -1.676 -2.552
56 C -0.501 -2.968 -2.104
57 H 0.726 -3.559 -3.785
58 H 1.331 -4.199 -2.255
59 H 1.556 -2.478 -2.656
60 C -3.149 -3.037 -0.285
61 H -3.417 -1.978 -0.406
62 H -3.956 -3.517 0.287
63 H -3.110 -3.520 -1.266
64 C -2.010 -2.669 1.916
65 H -2.133 -1.574 1.925
66 H -1.165 -2.951 2.553
67 H -2.900 -3.109 2.388
68 H -0.581 -1.723 -6.219
69 H -0.577 -1.000 -6.423
70 C 2.466 -0.851 5.600
71 N 1.648 -1.660 4.638
72 C 1.220 -2.927 5.287
73 C 0.419 -0.960 4.100
74 C 0.725 0.280 3.266
75 C 1.099 1.356 4.089
76 C 1.034 2.662 3.619
77 C 0.647 2.914 2.314
78 C 0.363 1.833 1.479
79 C 0.411 0.529 1.893
80 H 1.818 -0.491 6.405
81 H 2.958 -0.011 5.101
82 H 3.219 -1.521 6.023
83 H 2.252 -1.855 3.823
84 H 0.537 -2.636 6.088
85 H 0.691 -3.522 4.541
86 H 2.103 -3.440 5.671
87 H -0.171 -1.704 3.516
88 H -0.148 -0.633 5.003
89 H 1.272 1.109 5.152
90 H 1.277 3.446 4.333
91 H 0.540 3.931 1.987
92 H 0.068 1.952 0.414

Mulliken population analysis, charges in e, atoms 1 to 6: 2.64, 0.06, -0.22, 0.51, -0.38, 0.91